Entry 1:
70
Properties=species:S:1:pos:R:3:nbo_charge:R:1 method="wB97M-V/def2-TZVPD" homo_lumo_gap_ev="7.80 / 9.15" s2=3.762 total_charge=+3 relative_energy_ev=1.1543 spin_multiplicity=4
Cr -0.08058 0.46162 0.44974 1.61
O 0.93973 4.62776 -0.99056 -0.96
H 1.47490 5.15094 -1.58731 0.51
H 0.97635 5.09997 -0.15876 0.49
O -0.62321 2.18217 1.64533 -0.91
H -0.09677 2.61142 2.31976 0.52
H -1.38016 2.75657 1.52999 0.55
O -3.15391 -0.97425 3.62984 -0.96
H -3.62465 -1.73807 3.96333 0.50
H -2.46113 -0.82005 4.27210 0.47
O -0.26423 1.42152 -3.72706 -0.98
H 0.39105 2.01606 -4.09225 0.49
H 0.16272 0.56481 -3.72668 0.49
O -2.20815 4.36827 0.94180 -0.97
H -1.71142 5.18231 0.85918 0.50
H -3.08906 4.59322 0.64241 0.49
O 0.06944 2.07869 -0.94771 -0.94
H -0.13876 2.02599 -1.88051 0.54
H 0.50563 2.92470 -0.84660 0.53
O 1.90452 1.44128 0.90501 -0.90
H 2.73828 1.30198 0.45593 0.54
H 2.02485 2.26009 1.38594 0.50
O -2.04887 0.03581 1.19587 -0.92
H -2.57809 0.72574 0.79567 0.51
H -2.62913 -0.36785 1.84130 0.54
O -0.50308 -2.01000 0.64421 -0.97
H 0.17718 -2.58599 0.29534 0.51
H -1.23085 -2.59620 0.85146 0.52
O 1.41709 -3.89264 -0.52808 -0.96
H 1.10234 -4.60613 -1.08314 0.50
H 2.27208 -3.66413 -0.89278 0.47
O 3.67242 -1.59192 -1.19541 -0.97
H 4.18060 -2.29135 -1.60625 0.50
H 3.84644 -1.68710 -0.25898 0.49
O -1.40010 -0.07412 -1.29977 -0.94
H -2.04501 0.36955 -1.85066 0.52
H -1.31241 -0.94513 -1.68692 0.54
O -2.01149 -4.43072 1.03553 -0.97
H -2.53285 -5.16877 1.35126 0.50
H -2.58267 -3.67013 1.14270 0.48
O -3.78873 -2.32695 0.16249 -0.97
H -4.34496 -1.64108 0.53184 0.48
H -4.25882 -2.62344 -0.61683 0.50
O 0.04627 1.15325 4.52334 -0.96
H -0.58282 0.49133 4.81031 0.48
H 0.52100 1.39401 5.31889 0.52
O 1.21884 -0.35219 -0.87839 -0.90
H 1.25422 0.02116 -1.75907 0.55
H 1.89739 -1.02732 -0.87650 0.53
O -1.41688 -2.72327 -3.01351 -0.96
H -1.18625 -3.53399 -2.55988 0.49
H -1.16628 -2.87823 -3.92424 0.48
O -3.55802 1.99595 0.18711 -0.96
H -4.26316 2.33840 0.73642 0.50
H -3.43344 2.66360 -0.48738 0.50
O 0.42922 -0.28630 2.27131 -0.89
H 0.19649 0.14034 3.09596 0.52
H 0.80843 -1.12509 2.53372 0.55
O 0.91517 -0.82634 -3.51558 -0.95
H 1.84026 -1.07003 -3.48319 0.49
H 0.49457 -1.54343 -3.99003 0.51
O 2.00422 -2.45650 2.43670 -0.97
H 2.93229 -2.24568 2.33446 0.48
H 1.98699 -3.40363 2.57413 0.51
O 2.63064 1.29048 -2.95109 -0.96
H 3.18250 1.85469 -2.40947 0.48
H 3.23474 0.89673 -3.58058 0.49
O 4.42240 1.46423 -0.24699 -0.97
H 4.76420 1.18373 -1.09594 0.49
H 5.07015 2.08970 0.07773 0.51

Entry 2:
96
Properties=species:S:1:pos:R:3:mulliken_charge:R:1 method="wB97M-V/def2-TZVPD" homo_lumo_gap_ev=11.47 smiles="COC(=O)OC.CCCC#N.CCCC#N.CCCC#N.CC#N.CC#N.CC#N.CC#N.CC#N.CC#N.CC#N.CC#N" total_charge=0 relative_energy_ev=0.0000
C -0.42099 -3.75540 -0.44613 -0.40
O 0.06700 -4.40905 -1.61316 -0.38
C -0.52917 -4.00477 -2.76470 0.72
O -1.25381 -3.08408 -2.78894 -0.48
O -0.08137 -4.75970 -3.77314 -0.37
C -0.51226 -4.45935 -5.10978 -0.70
H -0.11768 -2.72613 -0.35411 0.00
H -0.08412 -4.36301 0.35751 0.27
H -1.52402 -3.79818 -0.48427 0.35
H -0.81624 -3.43431 -5.21486 0.31
H -1.31541 -5.14887 -5.36473 0.28
H 0.32982 -4.65103 -5.75535 0.26
C 3.18880 -2.31078 -0.76438 -1.05
C 2.49807 -2.13237 -2.11559 1.15
C 3.47391 -2.64585 -3.25808 -0.42
C 3.19426 -1.94269 -4.47044 0.16
N 2.99645 -1.47374 -5.49815 -0.53
H 3.42264 -3.37151 -0.60723 0.35
H 2.57940 -2.09608 0.10785 -0.09
H 4.10230 -1.74986 -0.69225 0.48
H 2.23472 -1.09976 -2.24277 0.03
H 1.56413 -2.69744 -2.17019 -0.71
H 3.34238 -3.67622 -3.47280 0.39
H 4.47876 -2.31988 -2.96079 0.34
C -0.92023 4.46165 -0.28031 -0.51
C -2.06489 4.77942 0.66776 -0.59
C -2.13784 6.28671 1.03008 -0.43
C -2.03670 6.42463 2.48082 0.22
N -1.94961 6.60956 3.63349 -0.48
H -1.21711 4.82132 -1.29908 0.37
H -0.91347 3.35486 -0.40003 -0.27
H 0.03458 4.97175 -0.05783 0.42
H -1.99700 4.24680 1.57865 0.37
H -2.98924 4.39430 0.20533 0.33
H -3.08890 6.77853 0.73465 0.28
H -1.32728 6.86908 0.61520 0.31
C 0.08257 0.26606 -0.20792 0.21
C -0.17059 0.50774 1.30988 0.28
C -1.63640 0.76992 1.67603 0.59
C -2.53116 -0.28488 1.11940 -0.07
N -3.27846 -1.03187 0.69336 -0.68
H 1.14741 0.00026 -0.35768 -0.02
H -0.10772 1.12500 -0.87636 -0.32
H -0.58272 -0.47942 -0.55399 -0.23
H 0.42997 1.29195 1.71236 0.02
H 0.20887 -0.34727 1.82162 -0.17
H -1.93369 1.72904 1.15922 -0.26
H -1.76584 0.81979 2.75244 0.43
C -1.18919 -0.72786 5.03051 -0.50
C -2.60073 -1.00730 4.76258 0.47
N -3.69273 -1.29563 4.53062 -0.48
H -0.86319 -1.26451 5.93898 0.35
H -0.92110 0.30032 5.17256 0.28
H -0.52973 -1.15421 4.23311 -0.08
C -3.77305 -4.00944 2.30290 -1.18
C -2.38677 -3.55903 2.41798 0.36
N -1.30533 -3.19093 2.54327 -0.14
H -4.22404 -3.30143 1.59175 0.28
H -4.28382 -4.05222 3.31083 0.35
H -3.80376 -5.10143 2.01523 0.38
C -1.45711 1.64451 -5.91095 -1.04
C -0.71541 1.16785 -4.73810 0.39
N -0.15343 0.73023 -3.83383 -0.27
H -1.57304 0.83503 -6.66080 0.30
H -0.93115 2.50753 -6.34091 0.32
H -2.39994 2.01728 -5.59425 0.33
C 1.94591 4.57866 3.70327 -1.05
C 0.94745 3.62587 3.87916 0.58
N 0.12933 2.82058 3.90615 -0.43
H 2.73223 4.35861 4.42301 0.33
H 1.61823 5.61041 3.74057 0.35
H 2.43579 4.43021 2.74292 0.24
C 1.94011 -4.37464 3.73365 -0.93
C 2.11149 -3.09369 3.01722 0.33
N 2.25328 -2.05023 2.54272 -0.26
H 0.84487 -4.42093 3.96124 0.22
H 2.48937 -4.53319 4.64815 0.36
H 2.15973 -5.16074 3.04593 0.27
C 3.14940 1.12196 2.33562 0.63
C 3.77521 0.60557 3.52632 0.05
N 4.27419 0.15660 4.44671 -0.50
H 3.04167 2.18983 2.06990 0.31
H 2.16735 0.62115 2.32311 -0.62
H 3.70347 0.66805 1.43848 0.21
C -2.88957 -0.27776 -2.58370 -0.26
C -2.69050 1.20787 -2.64094 0.33
N -2.49506 2.33854 -2.56784 -0.49
H -2.01743 -0.81950 -3.00167 0.06
H -3.77694 -0.60611 -3.11067 0.50
H -3.10109 -0.59275 -1.57051 -0.10
C 1.84980 3.14315 -2.54232 -0.80
C 2.30555 3.09955 -1.18735 0.44
N 2.65871 2.99075 -0.10621 -0.42
H 2.38139 3.99530 -2.98234 0.40
H 0.79287 3.35606 -2.51496 0.16
H 1.99461 2.21715 -3.14769 0.20

Entry 3:
41
Properties=species:S:1:pos:R:3:nbo_charge:R:1 method="wB97M-V/def2-TZVPD" homo_lumo_gap_ev=6.86 total_charge=0 relative_energy_ev=0.0863
Ti 0.01918 0.14524 -0.95011 1.20
C 0.01717 3.28602 2.31687 -0.68
C 0.23599 2.14661 1.37684 0.24
N -0.47669 1.91546 0.33091 -0.22
N -1.47958 2.78906 0.05849 -0.44
C -2.18422 2.45026 -0.99322 0.31
N -3.18277 3.28611 -1.33852 -0.77
S -1.97391 1.03144 -1.96965 -0.11
C 1.31874 1.18097 1.62615 0.20
C 2.08214 1.18677 2.78679 -0.23
C 3.06116 0.22283 2.95445 -0.13
C 3.25901 -0.72609 1.96448 -0.25
C 2.46018 -0.66801 0.83755 0.09
N 1.52752 0.26464 0.67023 -0.44
H -0.68763 3.98683 1.88414 0.27
H 0.95783 3.79640 2.52872 0.22
H -0.38887 2.92194 3.26406 0.24
H -3.40698 4.05024 -0.72547 0.40
H -3.82537 3.01966 -2.06062 0.41
H 1.89855 1.92671 3.55142 0.23
H 3.65945 0.20833 3.85578 0.23
H 4.00549 -1.50072 2.06037 0.23
H 2.55480 -1.39549 0.04014 0.22
Br -3.44181 -5.69506 -2.04792 0.10
C -2.62260 -4.21461 -1.21638 -0.16
C -2.81741 -3.96537 0.14232 -0.15
Br -3.89929 -5.11080 1.17839 0.10
C -2.21229 -2.86208 0.74939 -0.19
Br -2.41202 -2.45135 2.57644 0.09
C -1.42222 -2.00978 -0.00575 0.31
O -0.78827 -0.93816 0.44990 -0.69
C -1.21396 -2.27390 -1.36826 0.21
O -0.37752 -1.41859 -1.96506 -0.64
C -1.81262 -3.36342 -1.97354 -0.14
Br -1.47369 -3.62768 -3.80561 0.09
C 2.83124 0.17273 -3.01457 -0.73
C 1.66745 0.44765 -2.13915 0.37
O 1.20019 1.57255 -1.95344 -0.51
H 3.22848 1.08057 -3.46846 0.23
H 2.51292 -0.53718 -3.78027 0.26
H 3.60222 -0.33071 -2.42780 0.24

Entry 4:
21
Properties=species:S:1:pos:R:3:nbo_charge:R:1 method="wB97M-V/def2-TZVPD" homo_lumo_gap_ev=7.20 total_charge=-1 relative_energy_ev=0.2582
C 0.23811 -3.28843 -0.50132 -0.42
N 0.94147 -2.63289 0.58765 -0.66
C 0.00798 -2.03519 1.55097 0.11
O 0.57471 -0.95130 2.23793 -0.79
H -0.50260 -4.00209 -0.12185 0.17
H 0.95846 -3.84146 -1.10737 0.18
H -0.31602 -2.58055 -1.13966 0.18
H 1.48577 -1.85499 0.23418 0.38
H -0.90995 -1.73637 1.00825 0.12
H -0.26998 -2.80753 2.28822 0.13
H 0.69926 -0.22948 1.51424 0.49
C -0.20202 3.27882 -0.84810 -0.23
C 0.08749 2.28160 0.26534 -0.52
S 0.67197 0.65398 -0.36425 -0.70
N -1.04612 2.80533 -1.92650 -0.85
H 0.77354 3.58133 -1.25937 0.18
H -0.67997 4.15595 -0.39132 0.16
H -0.78936 2.05591 0.88252 0.18
H 0.89223 2.66007 0.90299 0.19
H -1.96650 2.56645 -1.57232 0.33
H -0.64849 1.92083 -2.24021 0.38